{"formula": "C3H13N2O3", "method": "wB97M-V/def2-TZVPD", "total_charge": 1, "homo_lumo_gap_ev": 10.7183, "homo_ev": -13.8152, "relative_energy_kcal_mol": 30.1, "total_energy_ha": -457.1015, "spin_multiplicity": 1, "symbols": ["N", "C", "C", "N", "C", "O", "H", "H", "H", "H", "H", "H", "H", "H", "H", "H", "H", "O", "H", "H", "O"], "xyz": [[1.244, 0.801, -0.560], [-0.150, 0.369, -0.389], [-0.422, -0.474, -1.637], [-1.620, -1.080, -1.670], [-2.325, -1.497, -0.439], [0.443, -0.520, -2.491], [1.731, 0.789, 0.328], [1.157, 1.676, -1.074], [1.641, 0.298, -1.369], [-0.088, -0.334, 0.431], [-0.823, 1.212, -0.325], [-1.893, -1.631, -2.469], [-1.615, -1.798, 0.320], [-3.015, -2.307, -0.659], [-2.982, -0.695, -0.094], [0.902, 1.977, 2.783], [-0.321, 2.628, 2.185], [0.428, 2.066, 1.951], [2.878, -1.158, 1.802], [2.689, 0.223, 1.748], [2.141, -0.546, 1.627]], "lowdin_charge": [0.17, -0.08, -0.47, 0.05, -0.04, 0.08, 0.09, 0.18, 0.15, 0.12, 0.15, 0.15, 0.08, 0.10, 0.09, 0.06, 0.07, -0.04, 0.09, 0.04, -0.03]}


{"formula": "C21H34FN3O", "method": "wB97M-V/def2-TZVPD", "total_charge": 0, "homo_lumo_gap_ev": 8.8115, "homo_ev": -8.1010, "relative_energy_kcal_mol": 1.4, "total_energy_ha": -1159.9605, "spin_multiplicity": 1, "symbols": ["C", "C", "C", "C", "F", "C", "C", "C", "N", "C", "C", "C", "N", "C", "C", "N", "C", "C", "C", "C", "C", "C", "O", "C", "C", "C", "H", "H", "H", "H", "H", "H", "H", "H", "H", "H", "H", "H", "H", "H", "H", "H", "H", "H", "H", "H", "H", "H", "H", "H", "H", "H", "H", "H", "H", "H", "H", "H", "H", "H"], "xyz": [[3.999, 0.898, -3.158], [3.483, 0.039, -4.273], [4.227, -0.082, -5.436], [3.738, -0.814, -6.501], [4.483, -0.914, -7.627], [2.505, -1.431, -6.447], [1.767, -1.325, -5.283], [2.240, -0.610, -4.183], [1.486, -0.468, -3.006], [0.048, -0.567, -3.104], [-0.588, 0.118, -1.893], [-0.141, -0.567, -0.600], [-0.632, 0.075, 0.620], [-1.937, 0.705, 0.555], [-2.180, 1.485, 1.854], [-2.095, 0.674, 3.060], [-3.362, -0.003, 3.373], [-3.226, -1.269, 4.217], [-4.242, 0.993, 4.140], [-0.855, -0.094, 3.063], [0.348, 0.812, 3.373], [0.207, 1.504, 4.732], [-0.825, 2.452, 4.768], [-0.634, -0.847, 1.741], [1.393, -0.544, -0.575], [1.968, -1.178, -1.837], [4.557, 1.739, -3.563], [4.672, 0.337, -2.509], [3.172, 1.270, -2.561], [5.184, 0.410, -5.527], [2.138, -1.987, -7.295], [0.808, -1.817, -5.231], [-0.276, -0.061, -4.016], [-0.296, -1.616, -3.140], [-1.671, 0.069, -2.004], [-0.277, 1.163, -1.874], [-0.485, -1.620, -0.642], [-2.743, -0.038, 0.404], [-1.965, 1.418, -0.268], [-1.430, 2.276, 1.923], [-3.162, 1.957, 1.807], [-3.880, -0.282, 2.440], [-2.709, -1.059, 5.150], [-2.704, -2.061, 3.685], [-4.223, -1.631, 4.457], [-4.359, 1.923, 3.592], [-5.228, 0.570, 4.311], [-3.788, 1.220, 5.102], [-0.907, -0.830, 3.868], [1.246, 0.192, 3.391], [0.471, 1.556, 2.589], [0.045, 0.737, 5.509], [1.128, 2.042, 4.975], [-1.596, 2.027, 4.351], [-1.429, -1.610, 1.619], [0.323, -1.367, 1.788], [1.775, -1.075, 0.296], [1.715, 0.496, -0.504], [3.056, -1.146, -1.815], [1.663, -2.240, -1.879]], "lowdin_charge": [-0.04, -0.20, 0.03, -0.28, 0.05, -0.01, -0.01, -0.20, -0.12, -0.18, -0.13, -0.32, -0.12, -0.16, -0.14, -0.13, -0.40, -0.06, -0.05, -0.29, -0.13, -0.27, -0.08, -0.14, -0.12, -0.16, 0.08, 0.08, 0.07, 0.13, 0.12, 0.11, 0.13, 0.13, 0.11, 0.13, 0.15, 0.13, 0.11, 0.12, 0.12, 0.13, 0.09, 0.07, 0.08, 0.07, 0.08, 0.08, 0.13, 0.12, 0.11, 0.11, 0.11, 0.05, 0.13, 0.12, 0.11, 0.12, 0.11, 0.13]}


{"formula": "C5H8O", "method": "wB97M-V/def2-TZVPD", "total_charge": 0, "homo_lumo_gap_ev": 10.2293, "homo_ev": -9.3987, "relative_energy_kcal_mol": 85.1, "total_energy_ha": -270.4223, "spin_multiplicity": 1, "symbols": ["C", "C", "C", "C", "H", "H", "H", "H", "H", "H", "C", "O", "H", "H"], "xyz": [[-1.626, 1.166, 0.695], [-0.979, 0.022, 0.746], [0.006, -0.733, 0.352], [0.577, -2.096, 0.567], [-1.372, 1.993, 1.351], [-2.426, 1.337, -0.019], [0.594, -0.150, -0.384], [1.620, -1.997, 0.893], [0.030, -2.691, 1.298], [0.598, -2.632, -0.390], [0.749, 1.424, -1.270], [-0.171, 2.111, -0.887], [0.661, 0.785, -2.167], [1.740, 1.462, -0.784]], "lowdin_charge": [-0.01, -0.09, -0.19, -0.09, 0.08, 0.08, 0.05, 0.08, 0.07, 0.08, -0.19, -0.05, 0.10, 0.10]}